Below is the molecule C5H6O, with properties calculated with ωB97M-V/def2-TZVPD.

Structure (ORCA input):
```
! wB97M-V def2-TZVPD RIJCOSX def2/J DEFGRID3
* xyz 0 1
C -1.6725 0.9365 -0.0971
C -0.4729 0.0531 0.1044
C 0.3983 -0.3045 -0.8676
C 1.5606 -0.8222 -0.2341
C 1.3387 -0.7522 1.0947
O 0.0610 -0.2572 1.3307
H -2.6573 0.5333 0.1623
H -1.6946 1.1783 -1.1678
H -1.5407 1.8848 0.4339
H 0.2592 -0.1477 -1.9243
H 2.4292 -1.2157 -0.7356
H 1.9910 -1.0867 1.9005
*
```

Output
HOMO = -8.53 eV
Calculated total energy = -269.3312 Eh
Molar mass = 82.10 g/mol
E_LUMO = 1.13 eV
Orbital gap = 9.66 eV
Relative energy (zero: lowest compared OMol25 entry of this formula, charge and spin) = 39.4 kJ/mol